(1)
# C42H62CaCl4F10LiN3O13PS3

A molecular structure, C42H62CaCl4F10LiN3O13PS3 at a distorted geometry (ωB97M-V/def2-TZVPD, the Open Molecules 2025 dataset).

Last column: Löwdin charge in e.
Cartesian coordinates (Å):
C1 0.19 -0.92 2.90  -0.086
C2 -1.37 -1.52 2.87  -0.232
C3 -2.42 -0.47 2.11  -0.191
O1 -3.19 -1.20 1.10  -0.209
C4 -4.59 -0.74 1.02  -0.175
C5 -4.98 -0.11 -0.47  -0.045
C6 -4.71 -1.06 -1.79  0.101
C7 -5.00 -0.58 -3.33  -0.224
N1 -4.76 -1.36 -4.61  -0.249
S1 -5.23 -0.26 -5.90  1.002
N2 -5.72 1.13 -4.97  -0.290
C8 -5.59 0.94 -3.48  -0.161
C9 -5.92 1.97 -2.22  -0.125
S2 -6.58 3.68 -2.64  0.884
O2 -7.68 4.21 -1.69  -0.365
O3 -5.38 4.69 -2.83  -0.371
F1 -7.33 3.58 -4.22  -0.231
C10 -5.60 1.40 -0.71  -0.056
C11 -5.87 2.32 0.62  -0.117
C12 -4.42 2.80 1.24  -0.191
O4 -4.14 4.24 1.12  -0.364
C13 -2.67 4.32 0.82  -0.132
C14 -2.01 5.76 1.28  -0.197
O5 -1.01 6.30 0.35  -0.156
C15 -0.01 5.28 -0.03  -0.199
C16 1.23 4.75 0.93  -0.079
C17 2.29 3.56 0.43  -0.009
C18 2.18 2.83 -1.06  -0.054
C19 3.20 1.60 -1.54  -0.422
C20 4.55 2.39 -2.12  -0.074
C21 3.73 0.70 -0.27  -0.089
C22 2.62 0.72 -2.80  -0.115
C23 1.60 -0.50 -2.39  -0.476
C24 0.64 -0.76 -3.74  -0.085
C25 2.35 -1.95 -2.10  -0.088
C26 0.56 -0.16 -1.17  -0.102
C27 0.94 3.40 -2.02  0.009
C28 -0.11 4.60 -1.53  -0.016
H1 0.20 0.25 2.81  0.095
H2 0.75 -1.21 3.91  0.104
H3 0.77 -1.35 1.97  0.087
H4 -1.67 -1.64 3.99  0.089
H5 -1.37 -2.58 2.37  0.069
H6 -1.72 0.36 1.64  0.139
H7 -3.05 0.01 2.97  0.130
H8 -4.92 0.00 1.86  0.110
H9 -5.27 -1.72 1.15  0.146
H10 -4.25 -2.14 -1.64  0.126
H11 -6.35 1.60 1.44  0.130
H12 -6.64 3.19 0.48  0.117
H13 -3.61 2.09 0.78  0.133
H14 -4.44 2.57 2.41  0.149
H15 -2.60 4.13 -0.36  0.165
H16 -2.06 3.49 1.42  0.164
H17 -2.89 6.52 1.53  -0.049
H18 -1.49 5.56 2.34  0.178
H19 1.34 5.25 2.01  -0.140
H20 3.16 3.19 1.14  0.075
H21 4.77 3.39 -1.54  0.095
H22 4.48 2.53 -3.28  0.100
H23 5.45 1.64 -1.94  0.093
H24 2.94 0.74 0.61  0.066
H25 4.72 1.24 0.13  0.094
H26 4.05 -0.39 -0.54  0.086
H27 3.56 0.20 -3.31  0.139
H28 2.17 1.43 -3.65  0.129
H29 1.27 -1.29 -4.58  0.099
H30 0.34 0.31 -4.15  0.069
H31 -0.35 -1.31 -3.45  0.071
H32 3.30 -2.10 -2.77  0.106
H33 2.55 -2.03 -0.95  0.061
H34 1.55 -2.78 -2.36  0.087
H35 0.00 0.88 -1.28  0.074
H36 -0.26 -1.03 -1.16  0.075
H37 1.08 -0.21 -0.11  0.048
H38 0.73 2.98 -3.11  0.085
H39 -0.99 4.93 -2.27  0.090
O6 -1.22 1.99 -3.66  -0.072
H40 -1.74 2.81 -3.67  0.039
H41 -1.78 1.36 -3.19  0.032
Li1 -2.78 -3.60 3.01  0.843
Cl1 2.92 5.36 3.07  -0.330
F2 4.26 0.55 -7.86  -0.148
P1 2.92 0.86 -7.13  -0.028
F3 1.70 0.12 -6.49  -0.161
F4 3.58 2.15 -6.56  -0.154
F5 1.95 2.03 -7.49  -0.151
F6 3.48 0.09 -5.89  -0.158
F7 2.53 0.20 -8.49  -0.152
C29 2.53 -3.24 8.20  -0.050
C30 1.23 -2.52 8.53  -0.197
O7 0.27 -2.72 7.49  0.009
C31 -0.44 -3.90 7.53  -0.322
O8 -0.28 -4.75 8.40  0.166
C32 -1.46 -3.96 6.40  -0.459
F8 -0.94 -3.56 5.20  0.109
F9 -2.54 -3.16 6.63  0.141
F10 -1.95 -5.21 6.19  0.132
H42 2.90 -2.93 7.22  0.063
H43 3.30 -3.02 8.95  0.093
H44 2.39 -4.32 8.16  0.088
H45 1.42 -1.44 8.59  0.130
H46 0.83 -2.84 9.50  0.129
Ca1 -4.58 6.59 1.76  1.611
C33 3.91 -2.82 -10.10  -0.219
C34 4.88 -3.99 -10.00  -0.224
C35 4.71 -4.62 -8.62  -0.232
S3 3.02 -4.30 -8.14  0.664
O9 3.04 -3.41 -6.99  -0.319
O10 2.27 -5.54 -8.15  -0.347
C36 2.58 -3.34 -9.57  -0.232
H47 3.82 -2.45 -11.12  0.120
H48 4.26 -1.99 -9.47  0.120
H49 4.64 -4.73 -10.78  0.115
H50 5.92 -3.67 -10.16  0.115
H51 4.88 -5.70 -8.65  0.101
H52 5.37 -4.16 -7.89  0.107
H53 1.88 -2.55 -9.30  0.108
H54 2.11 -4.02 -10.30  0.106
C37 7.16 -2.08 6.19  -0.133
C38 6.05 -1.56 7.04  -0.135
O11 4.90 -2.15 6.47  0.023
C39 5.31 -3.27 5.81  -0.515
O12 4.56 -4.11 5.34  0.128
O13 6.67 -3.33 5.74  0.073
H55 8.09 -2.21 6.75  0.142
H56 7.35 -1.45 5.32  0.141
H57 6.13 -1.89 8.09  0.137
H58 5.98 -0.47 7.02  0.141
C40 -6.06 10.38 4.92  -1.507
Cl2 -5.66 9.09 3.77  0.448
Cl3 -7.78 10.34 5.32  0.567
Cl4 -5.08 10.22 6.39  0.567
H59 -5.83 11.34 4.46  0.033
C41 -3.70 -7.63 6.97  -0.090
C42 -3.95 -8.16 8.33  -0.261
N3 -4.15 -8.57 9.39  0.132
H60 -4.21 -8.22 6.21  0.081
H61 -4.05 -6.60 6.87  0.065
H62 -2.63 -7.64 6.73  0.073

* energy: -7839.0209 a.u.
* total charge: +1
* maximum force: 0.12808 Eh/bohr


(2)
# C42H62N6O18

14 unconnected molecules or ions with the total composition C42H62N6O18 at a distorted geometry (ωB97M-V/def2-TZVPD, the Open Molecules 2025 dataset).

Last column: Löwdin charge in e.
Cartesian coordinates (Å):
C1 4.04 9.49 23.16  -0.029
C2 3.03 9.01 22.24  -0.261
N1 2.28 8.60 21.51  0.176
H1 4.99 9.01 22.89  0.057
H2 3.88 9.21 24.17  0.077
H3 4.22 10.57 23.07  0.080
C3 12.28 8.69 20.37  -0.034
C4 12.31 7.93 19.14  -0.257
N2 12.36 7.39 18.13  0.171
H4 12.89 9.60 20.26  0.105
H5 12.57 8.05 21.17  0.061
H6 11.28 9.01 20.52  0.056
C5 5.32 6.60 20.03  -0.052
C6 5.80 5.48 20.81  -0.280
N3 6.19 4.54 21.32  0.139
H7 4.70 6.33 19.22  0.074
H8 6.10 7.21 19.60  0.054
H9 4.75 7.32 20.64  0.069
C7 8.77 16.33 17.74  -0.074
C8 7.47 15.72 17.68  -0.232
N4 6.40 15.31 17.50  0.184
H10 9.20 16.26 18.74  0.071
H11 8.75 17.40 17.54  0.082
H12 9.48 15.93 17.01  0.078
C9 10.44 12.70 20.96  -0.059
C10 10.50 13.16 19.56  -0.246
N5 10.51 13.60 18.50  0.175
H13 9.70 13.29 21.57  0.097
H14 11.41 12.80 21.49  0.084
H15 10.09 11.66 21.02  0.057
C11 -0.25 7.11 18.97  -0.056
C12 0.44 6.97 17.70  -0.280
N6 0.94 6.93 16.67  0.150
H16 -0.23 8.17 19.22  0.068
H17 0.32 6.65 19.79  0.083
H18 -1.23 6.70 18.85  0.076
C13 0.95 11.68 20.13  -0.123
C14 2.37 11.41 19.59  -0.112
O1 3.23 11.83 20.68  0.034
C15 2.47 12.12 21.73  -0.621
O2 2.86 12.43 22.79  0.150
O3 1.14 11.97 21.48  0.073
H19 0.24 10.89 20.02  0.112
H20 0.63 12.59 19.63  0.109
H21 2.59 11.93 18.68  0.096
H22 2.63 10.37 19.47  0.098
C16 3.39 15.73 16.55  -0.109
C17 2.27 14.85 15.97  -0.046
O4 1.83 14.14 17.18  0.075
C18 2.21 14.74 18.26  -0.553
O5 1.84 14.51 19.40  0.129
O6 3.08 15.77 17.96  0.010
H23 3.44 16.78 16.17  0.145
H24 4.38 15.30 16.42  0.071
H25 2.57 14.15 15.18  0.129
H26 1.39 15.36 15.59  0.127
O7 7.22 8.90 21.79  0.125
C19 7.94 8.49 22.63  -0.503
O8 9.13 9.14 22.87  0.007
C20 9.83 8.52 23.98  -0.140
C21 8.89 7.45 24.52  -0.139
C22 7.72 7.36 23.55  -0.075
H27 10.06 9.37 24.66  0.140
H28 10.71 8.04 23.64  0.098
H29 8.48 7.77 25.47  0.107
H30 9.37 6.47 24.69  0.129
H31 6.76 7.58 24.08  0.143
H32 7.64 6.43 22.99  0.113
O9 7.18 10.94 15.89  0.087
C23 8.40 10.94 15.93  -0.422
O10 9.16 11.99 15.60  0.035
C24 10.54 11.74 15.80  -0.163
C25 10.61 10.51 16.69  -0.169
C26 9.35 9.80 16.39  -0.078
H33 10.91 12.67 16.17  0.088
H34 11.02 11.51 14.81  0.137
H35 10.50 10.84 17.73  0.092
H36 11.54 9.97 16.61  0.114
H37 8.98 9.32 17.26  0.086
H38 9.44 9.08 15.62  0.122
O11 11.92 5.94 21.76  0.052
C27 11.01 5.83 20.91  -0.460
O12 10.03 6.75 20.92  -0.003
C28 9.23 6.64 19.73  -0.140
C29 9.86 5.62 18.80  -0.131
C30 10.81 4.84 19.78  -0.046
H39 9.07 7.62 19.33  0.113
H40 8.30 6.20 20.05  0.092
H41 10.50 6.04 18.00  0.073
H42 9.14 5.02 18.23  0.121
H43 11.82 4.66 19.34  0.141
H44 10.40 3.98 20.23  0.110
O13 8.82 10.48 19.44  0.088
C31 7.68 10.69 19.14  -0.471
O14 6.81 9.67 18.73  -0.007
C32 5.50 10.27 18.50  -0.127
C33 5.70 11.78 18.44  -0.129
C34 6.95 11.94 19.31  -0.070
H45 4.85 10.14 19.39  0.109
H46 5.01 9.77 17.62  0.135
H47 4.84 12.34 18.74  0.083
H48 6.06 12.03 17.45  0.095
H49 6.78 12.11 20.36  0.125
H50 7.68 12.71 19.04  0.124
O15 7.84 15.22 20.65  0.057
C35 6.64 15.45 20.75  -0.462
O16 6.08 16.62 20.48  0.038
C36 4.66 16.59 20.74  -0.124
C37 4.45 15.37 21.63  -0.161
C38 5.54 14.46 21.21  -0.080
H51 4.02 16.48 19.83  0.117
H52 4.41 17.51 21.27  0.126
H53 3.47 14.94 21.36  0.101
H54 4.40 15.62 22.70  0.129
H55 5.24 13.84 20.40  0.089
H56 5.87 13.76 21.98  0.134
O17 0.30 9.98 17.41  0.071
C39 0.96 10.12 16.38  -0.411
O18 2.33 10.23 16.49  -0.037
C40 2.97 10.04 15.17  -0.106
C41 1.82 9.51 14.26  -0.157
C42 0.61 10.17 14.84  -0.079
H57 3.71 9.33 15.35  0.093
H58 3.42 10.99 14.92  0.122
H59 1.80 8.40 14.28  0.123
H60 1.98 9.83 13.24  0.104
H61 -0.29 9.69 14.50  0.114
H62 0.47 11.27 14.65  0.140

* energy: -3320.4890 a.u.
* total charge: 0
* maximum force: 0.06963 Eh/bohr